The following is a DFT calculation (ωB97M-V with the def2-TZVPD basis set) of C5H7N3 in the gas phase in a non-equilibrium geometry.

Geometry (Å):
1 N 0.161 0.869 -2.702
2 C -0.180 0.976 -1.217
3 C 0.786 0.410 -0.183
4 C 0.866 0.581 1.305
5 N 0.474 -0.445 1.860
6 N -0.236 -1.381 1.499
7 C -0.981 -1.252 0.458
8 C -0.779 0.018 -0.302
9 H 0.822 0.000 -2.655
10 H -0.540 0.779 -3.317
11 H -0.682 2.002 -0.936
12 H 1.343 -0.536 -0.464
13 H 1.252 1.502 1.837
14 H -1.756 -1.894 0.052
15 H -1.516 0.453 0.522

Values from the calculation:
total energy: -358.7409 a.u.
2S+1: 1
HOMO: -8.154 eV
relative energy (zero: lowest compared OMol25 entry of this formula, charge and spin): 174.1 kcal per mole
structure (SMILES): NC1[C@H]2C=NN=C[C@H]12
HOMO-LUMO gap: 8.793 eV

Partial charges, natural (NBO), in e:
1 N -0.81
2 C -0.01
3 C -0.32
4 C 0.10
5 N -0.25
6 N -0.26
7 C 0.07
8 C -0.35
9 H 0.36
10 H 0.36
11 H 0.23
12 H 0.22
13 H 0.20
14 H 0.21
15 H 0.25



The following is a DFT calculation (ωB97M-V with the def2-TZVPD basis set) of a molecular structure, C10H14NO2Rh in a non-equilibrium geometry.

Geometry (Å):
1 Rh 0.372 -0.739 -2.071
2 C 0.428 -1.687 -4.003
3 C 1.195 -0.509 -4.025
4 C 0.321 0.596 -3.690
5 C -0.977 0.075 -3.467
6 C -0.928 -1.321 -3.658
7 H 0.815 -2.670 -4.226
8 H 2.248 -0.470 -4.262
9 H 0.629 1.627 -3.601
10 H -1.845 0.642 -3.164
11 H -1.747 -2.017 -3.541
12 O -0.858 0.193 -0.605
13 C -0.232 -0.317 0.362
14 O 0.786 -1.034 0.147
15 C -0.708 -0.088 1.783
16 N 0.293 -0.709 2.728
17 C 1.050 0.429 3.374
18 C -0.018 1.498 3.503
19 C -0.795 1.402 2.184
20 H -1.661 -0.605 1.894
21 H 0.907 -1.336 2.199
22 H -0.186 -1.255 3.442
23 H 1.841 0.710 2.680
24 H 1.490 0.083 4.305
25 H 0.418 2.482 3.658
26 H -0.666 1.286 4.355
27 H -0.341 2.022 1.412
28 H -1.830 1.713 2.288

Values from the calculation:
total energy: -704.6209 a.u.
2S+1: 1
HOMO: -17.469 eV
charge: +2
relative energy (zero: lowest compared OMol25 entry of this formula, charge and spin): 0.0 kcal per mole
HOMO-LUMO gap: 8.389 eV

Partial charges, Löwdin, in e:
1 Rh 1.21
2 C -0.08
3 C -0.08
4 C -0.06
5 C -0.09
6 C -0.05
7 H 0.15
8 H 0.15
9 H 0.15
10 H 0.15
11 H 0.15
12 O -0.02
13 C -0.58
14 O -0.04
15 C -0.14
16 N 0.11
17 C -0.07
18 C -0.13
19 C -0.08
20 H 0.18
21 H 0.17
22 H 0.19
23 H 0.15
24 H 0.14
25 H 0.14
26 H 0.13
27 H 0.13
28 H 0.13



The following is a DFT calculation (ωB97M-V with the def2-TZVPD basis set) of a molecular structure, C37H86CdNO16 in a non-equilibrium geometry.

Geometry (Å):
1 Cd 8.621 -7.692 5.021
2 C 7.176 -2.958 5.027
3 C 8.033 -3.363 3.810
4 C 8.682 -2.075 3.268
5 C 9.887 -1.603 4.074
6 C 10.810 -2.805 4.213
7 C 10.192 -4.040 4.853
8 N 9.000 -4.395 4.128
9 O 8.404 -5.554 4.557
10 C 9.923 -3.887 6.377
11 C 11.300 -5.097 4.781
12 C 7.082 -3.838 2.722
13 H 6.575 -3.796 5.384
14 H 6.390 -2.233 4.781
15 H 7.783 -2.527 5.820
16 H 7.920 -1.291 3.352
17 H 8.936 -2.117 2.203
18 H 9.623 -1.204 5.052
19 H 10.471 -0.865 3.516
20 H 11.815 -2.644 4.603
21 H 11.004 -3.093 3.162
22 H 9.207 -4.647 6.686
23 H 9.658 -2.855 6.619
24 H 10.838 -4.073 6.949
25 H 11.482 -5.424 3.750
26 H 10.993 -5.994 5.319
27 H 12.229 -4.688 5.176
28 H 7.620 -4.260 1.870
29 H 6.512 -2.984 2.346
30 H 6.419 -4.621 3.088
31 C 7.464 -8.169 9.104
32 C 8.053 -8.061 7.872
33 C 9.566 -8.081 7.751
34 O 10.131 -7.771 6.616
35 C 10.368 -8.324 8.828
36 C 9.810 -8.534 10.134
37 C 8.248 -8.459 10.279
38 O 7.765 -8.665 11.374
39 O 10.450 -8.753 11.146
40 O 7.358 -7.778 6.808
41 H 6.388 -8.106 9.199
42 H 11.424 -8.123 8.738
43 C 7.772 1.156 6.704
44 C 9.125 0.713 7.248
45 O 9.066 0.428 8.641
46 H 7.775 1.075 5.605
47 H 7.568 2.211 6.891
48 H 6.967 0.496 7.022
49 H 9.915 1.437 7.065
50 H 9.371 -0.226 6.740
51 H 8.712 -0.470 8.735
52 C 14.723 -2.709 4.105
53 C 14.840 -4.085 3.497
54 O 16.122 -4.147 2.824
55 H 14.419 -2.000 3.338
56 H 15.655 -2.459 4.608
57 H 13.966 -2.698 4.892
58 H 14.071 -4.268 2.742
59 H 14.838 -4.890 4.237
60 H 16.161 -4.987 2.358
61 C 10.221 -0.552 -0.614
62 C 11.387 -0.077 0.227
63 O 11.683 1.276 -0.110
64 H 9.410 0.131 -0.337
65 H 9.856 -1.531 -0.299
66 H 10.374 -0.554 -1.690
67 H 12.280 -0.697 0.102
68 H 11.078 -0.163 1.275
69 H 12.639 1.355 -0.123
70 C 3.588 -2.081 3.573
71 C 3.183 -0.794 4.259
72 O 2.029 -0.183 3.673
73 H 2.923 -2.943 3.666
74 H 4.611 -2.324 3.855
75 H 3.651 -1.956 2.484
76 H 4.015 -0.095 4.177
77 H 3.009 -0.959 5.328
78 H 1.392 -0.882 3.504
79 C 3.512 -3.583 7.289
80 C 4.620 -4.612 7.299
81 O 4.561 -5.360 8.512
82 H 3.480 -2.990 8.198
83 H 2.603 -4.187 7.204
84 H 3.590 -2.986 6.382
85 H 5.614 -4.146 7.306
86 H 4.580 -5.219 6.388
87 H 5.221 -6.062 8.472
88 C 8.115 -4.515 9.611
89 C 7.571 -3.254 8.991
90 O 8.092 -2.047 9.600
91 H 7.758 -5.389 9.063
92 H 7.781 -4.578 10.649
93 H 9.205 -4.536 9.609
94 H 6.486 -3.190 9.148
95 H 7.709 -3.193 7.915
96 H 7.720 -2.037 10.487
97 C 12.148 -4.908 0.318
98 C 10.767 -4.261 0.291
99 O 9.735 -5.120 0.743
100 H 12.264 -5.700 -0.425
101 H 12.342 -5.358 1.296
102 H 12.911 -4.148 0.133
103 H 10.542 -3.921 -0.724
104 H 10.862 -3.355 0.901
105 H 9.517 -4.809 1.640
106 C 12.340 -5.604 9.425
107 C 13.138 -5.598 8.124
108 O 13.068 -6.818 7.381
109 H 12.269 -4.579 9.817
110 H 12.841 -6.079 10.270
111 H 11.334 -5.977 9.252
112 H 14.190 -5.459 8.380
113 H 12.811 -4.771 7.485
114 H 12.135 -6.993 7.180
115 C 5.269 -7.277 2.979
116 C 5.959 -8.558 3.409
117 O 7.405 -8.448 3.394
118 H 5.661 -6.831 2.068
119 H 5.220 -6.569 3.800
120 H 4.249 -7.606 2.732
121 H 5.657 -9.453 2.864
122 H 5.696 -8.741 4.452
123 H 7.698 -8.474 2.478
124 C 6.484 0.960 0.982
125 C 5.204 1.683 1.370
126 O 4.183 1.678 0.369
127 H 6.975 1.562 0.216
128 H 6.170 0.064 0.432
129 H 7.100 0.712 1.836
130 H 5.454 2.746 1.502
131 H 4.799 1.296 2.310
132 H 3.393 2.071 0.747
133 C 12.851 -8.095 3.669
134 C 11.515 -8.765 3.512
135 O 10.443 -7.803 3.441
136 H 12.914 -7.285 2.928
137 H 13.657 -8.791 3.446
138 H 12.934 -7.598 4.634
139 H 11.277 -9.395 4.368
140 H 11.471 -9.390 2.614
141 H 10.662 -7.148 2.769

Values from the calculation:
total energy: -2887.6144 a.u.
2S+1: 1
HOMO: -4.349 eV
charge: -1
HOMO-LUMO gap: 6.118 eV

Atomic partial charges in e from the Löwdin method, atoms 1 to 99:
1 Cd 1.43
2 C -0.02
3 C -0.50
4 C -0.13
5 C -0.16
6 C -0.13
7 C -0.50
8 N -0.19
9 O -0.34
10 C 0.00
11 C -0.04
12 C -0.03
13 H 0.07
14 H 0.06
15 H 0.06
16 H 0.10
17 H 0.11
18 H 0.07
19 H 0.10
20 H 0.10
21 H 0.11
22 H 0.08
23 H 0.06
24 H 0.07
25 H 0.06
26 H 0.05
27 H 0.07
28 H 0.07
29 H 0.08
30 H 0.06
31 C -0.01
32 C -0.39
33 C -0.36
34 O -0.21
35 C -0.01
36 C -0.35
37 C -0.36
38 O 0.05
39 O 0.06
40 O -0.20
41 H 0.11
42 H 0.09
43 C -0.09
44 C -0.31
45 O -0.09
46 H 0.06
47 H 0.07
48 H 0.07
49 H 0.11
50 H 0.08
51 H 0.03
52 C -0.08
53 C -0.31
54 O -0.10
55 H 0.08
56 H 0.08
57 H 0.06
58 H 0.09
59 H 0.11
60 H 0.07
61 C -0.08
62 C -0.32
63 O -0.07
64 H 0.07
65 H 0.05
66 H 0.08
67 H 0.11
68 H 0.10
69 H 0.08
70 C -0.09
71 C -0.31
72 O -0.08
73 H 0.08
74 H 0.04
75 H 0.08
76 H 0.10
77 H 0.10
78 H 0.07
79 C -0.07
80 C -0.33
81 O -0.08
82 H 0.08
83 H 0.08
84 H 0.05
85 H 0.07
86 H 0.11
87 H 0.07
88 C -0.05
89 C -0.29
90 O -0.09
91 H 0.07
92 H 0.09
93 H 0.07
94 H 0.11
95 H 0.07
96 H 0.09
97 C -0.08
98 C -0.33
99 O -0.08



Q: Among the records above, which one has the lowest total energy?
A: C37H86CdNO16



Q: Which formula does entry 3 have?
A: C37H86CdNO16



Q: Look up the HOMO of the first one.
A: -8.154 eV



Q: Which value of total energy does entry 2 give?
A: -704.6209 a.u.